No. 1
ORCA calculation (ωB97M-V/def2-TZVPD) on C5H6IN in the gas phase at a distorted geometry.

Results
- Relative energy (zero: lowest compared OMol25 entry of this formula, charge and spin): 16.0 kcal per mole
- HOMO: -9.24 eV
- Calculated total energy: -546.51680 Eh
- LUMO: 0.10 eV
- Frontier orbital gap: 9.34 eV

Atoms and positions in Å:
H: 0.1325 -2.2564 0.6665
H: 0.0356 -2.0345 -0.9169
H: -1.5274 -1.7535 -0.0532
I: 2.9690 -0.8039 0.0090
C: -1.1048 0.7718 0.0576
C: -0.3676 -1.6303 -0.0261
H: -2.0377 0.2462 -0.4380
C: 1.2287 0.3965 -0.0720
C: 0.0054 -0.1615 -0.0574
N: 1.7289 2.9157 0.0108
H: -1.5189 0.7858 1.0781
C: 1.4221 1.7892 -0.0283
H: -0.9660 1.7347 -0.2301

***

No. 2
ORCA calculation (ωB97M-V/def2-TZVPD) on a molecular structure, C5H6LiO4Tl at a distorted geometry.

Results
- Relative energy (zero: lowest compared OMol25 entry of this formula, charge and spin): 0.0 kcal per mole
- Total charge: +1
- HOMO (alpha / beta): -11.59 / -12.57 eV
- Calculated total energy: -674.84965 Eh
- <S²>: 0.76
- LUMO (alpha / beta): -4.13 / -4.66 eV
- Frontier orbital gap (alpha / beta): 7.46 / 7.91 eV
- 2S+1: 2

Atoms and positions in Å:
Tl: 4.9369 -2.4504 -0.4335
C: 2.6138 -0.5352 -0.2747
H: 1.1246 0.2653 1.7818
H: -0.4603 1.8601 -0.1131
H: -1.4750 -0.4805 -1.1925
C: -0.5534 0.9640 0.5235
O: -4.1226 1.0451 -0.1976
O: 3.6579 -0.2755 -0.8794
O: 1.6496 0.4064 -0.2404
O: 2.4319 -1.6186 0.3637
H: -2.9739 1.3017 -1.8392
Li: 0.8672 -2.2439 1.0980
C: 0.7175 0.3731 0.7707
C: -1.9847 0.0150 -0.3542
C: -3.1085 0.8340 -0.8387
H: -1.0218 1.2885 1.4599
H: -2.2992 -0.7491 0.3657

***

No. 3
ORCA calculation (ωB97M-V/def2-TZVPD) on a molecular structure, C5H6MnO4 at a distorted geometry.

Results
- Relative energy (zero: lowest compared OMol25 entry of this formula, charge and spin): 42.2 kcal per mole
- Total charge: +1
- HOMO (alpha / beta): -12.47 / -13.06 eV
- Calculated total energy: -1645.69626 Eh
- <S²>: 12.02
- LUMO (alpha / beta): -4.86 / -6.57 eV
- Frontier orbital gap (alpha / beta): 7.62 / 6.50 eV
- 2S+1: 7

Atoms and positions in Å:
O: 0.4841 -2.0244 -0.1135
H: -0.6424 -1.1162 -3.5837
O: 1.8053 2.7466 2.4166
C: -1.8244 -0.8816 -1.8098
Mn: -1.1369 -2.5981 -0.8871
H: -2.2507 -0.2378 -3.8156
H: -2.7233 -0.3585 -1.4512
H: 1.7318 -0.4676 -0.6087
C: 0.8525 -0.8109 -0.0434
C: 0.3660 0.0201 1.0017
H: -0.5358 -0.1991 1.5800
H: 2.0184 3.0769 3.3009
C: 1.2978 1.5425 2.4864
O: 0.9860 1.1775 1.2000
C: -1.5540 -0.7211 -3.1175
O: 1.1255 0.8518 3.4448

***

No. 4
ORCA calculation (ωB97M-V/def2-TZVPD) on a gas-phase ion, C5H6N (charge +1) at a distorted geometry.

Results
- Relative energy (zero: lowest compared OMol25 entry of this formula, charge and spin): 65.7 kcal per mole
- Total charge: +1
- HOMO: -14.01 eV
- Calculated total energy: -248.51094 Eh
- LUMO: -5.98 eV
- Frontier orbital gap: 8.03 eV

Atoms and positions in Å:
H: 3.3566 -1.2100 -0.2855
C: -0.8650 -0.1259 -0.1114
H: -2.0712 2.4464 1.6053
C: 2.5938 -1.7676 -0.8685
H: 0.1024 1.3197 1.0026
H: 2.7816 -2.3984 -1.7582
C: 0.3045 -0.7240 -0.4591
H: -2.8058 1.3909 0.4297
C: 1.4265 -1.1666 -0.7228
H: -1.9389 -0.4101 -0.4712
N: -1.9867 1.6420 0.9538
C: -0.8977 1.0036 0.6853

***

No. 5
ORCA calculation (ωB97M-V/def2-TZVPD) on a gas-phase ion, C5H6N (charge +1) at a distorted geometry.

Results
- Relative energy (zero: lowest compared OMol25 entry of this formula, charge and spin): 87.1 kcal per mole
- Total charge: +1
- HOMO: -14.77 eV
- Calculated total energy: -248.47681 Eh
- LUMO: -6.13 eV
- Frontier orbital gap: 8.64 eV

Atoms and positions in Å:
H: -1.1075 0.4298 2.6856
N: -0.6667 0.9680 0.6481
C: -0.5015 1.5088 -1.7483
C: 0.0059 -1.0578 1.4031
C: -0.6696 0.2286 1.6387
H: 0.7566 -0.2484 -0.3821
H: -0.7804 2.4647 -2.2283
C: -0.5544 1.2284 -0.4929
H: 0.0056 0.7073 -2.4143
C: 0.7196 -1.1290 0.2658
H: 1.2841 -1.9241 -0.2194
H: 0.0462 -1.6979 2.2394

***

No. 6
ORCA calculation (ωB97M-V/def2-TZVPD) on 2 unconnected molecules or ions with the total composition C5H6N at a distorted geometry.

Results
- Relative energy (zero: lowest compared OMol25 entry of this formula, charge and spin): 217.6 kcal per mole
- Total charge: +1
- HOMO (alpha / beta): -13.22 / -13.69 eV
- Calculated total energy: -248.26896 Eh
- LUMO (alpha / beta): -5.58 / -8.48 eV
- Frontier orbital gap (alpha / beta): 7.64 / 5.20 eV

Atoms and positions in Å:
H: -1.9943 2.4863 -1.4411
H: 2.4737 -1.2909 0.9349
N: -2.8948 -0.5687 0.1660
H: -2.3174 -1.2483 -0.3760
C: 1.8015 0.6387 0.3687
C: 1.9174 -0.7733 0.1588
C: -2.2582 1.6483 -0.8245
H: 2.4811 -0.9636 -0.7179
H: 0.9544 -1.0813 0.0255
C: -2.6066 0.5685 -0.3261
H: -3.5675 -0.8580 0.8261
C: 1.4393 1.7495 0.5402

***

No. 7
ORCA calculation (ωB97M-V/def2-TZVPD) on a molecular structure, C5H6N at a distorted geometry.

Results
- Relative energy (zero: lowest compared OMol25 entry of this formula, charge and spin): 119.1 kcal per mole
- Total charge: +1
- HOMO (alpha / beta): -14.12 / -14.12 eV
- Calculated total energy: -248.42585 Eh
- LUMO (alpha / beta): -6.98 / -6.98 eV
- Frontier orbital gap (alpha / beta): 7.14 / 7.14 eV

Atoms and positions in Å:
H: 1.9639 1.0374 -0.7836
H: 0.6495 -1.4305 1.1983
H: -1.1250 1.4232 -1.3981
C: 0.0287 -0.9665 0.4604
H: -1.8137 -2.5664 0.5001
H: 1.8793 0.7172 0.9662
C: -1.4497 -1.6470 0.1076
C: -1.6948 -0.5488 -0.5322
C: 1.3215 1.0686 0.0981
H: 1.0276 2.1049 0.2606
N: 0.1545 0.2524 -0.0732
C: -0.9419 0.5554 -0.8042

***

No. 8
ORCA calculation (ωB97M-V/def2-TZVPD) on a gas-phase ion, C5H6N (charge +1) at a distorted geometry.

Results
- Relative energy (zero: lowest compared OMol25 entry of this formula, charge and spin): 76.2 kcal per mole
- Total charge: +1
- HOMO: -14.33 eV
- Calculated total energy: -248.49426 Eh
- LUMO: -5.67 eV
- Frontier orbital gap: 8.66 eV

Atoms and positions in Å:
C: 0.1045 -0.8518 0.9870
H: 1.0246 0.3969 -1.7858
N: -1.1848 -2.3830 -0.4559
C: -0.6027 -1.5805 0.1342
C: 0.7042 1.3033 -1.2903
C: 0.3838 0.4669 0.9805
H: 0.1605 -1.3580 2.0609
H: 0.4523 0.9116 1.9027
H: 0.1223 2.4211 0.5341
C: 0.2408 1.4648 -0.0187
H: -1.9605 -2.9344 -0.9158
H: 0.5551 2.1432 -2.1327

***

No. 9
ORCA calculation (ωB97M-V/def2-TZVPD) on a gas-phase ion, C5H6N (charge +1) at a distorted geometry.

Results
- Relative energy (zero: lowest compared OMol25 entry of this formula, charge and spin): 173.2 kcal per mole
- Total charge: +1
- HOMO: -14.67 eV
- Calculated total energy: -248.33966 Eh
- LUMO: -6.77 eV
- Frontier orbital gap: 7.91 eV

Atoms and positions in Å:
H: -1.7616 -1.6594 0.8315
H: -1.4189 1.0778 -0.9451
H: -1.7431 0.9534 0.7573
H: 1.7594 1.1260 1.0874
C: -1.4599 -1.0853 -0.0339
H: 2.3459 1.6354 -0.4042
C: -1.3780 0.4366 -0.0893
C: -0.2058 -0.4217 0.0330
N: 1.0475 -0.4605 -0.1576
C: 2.1124 0.7161 0.1650
C: 2.3885 -0.6169 -0.3358
H: -1.6866 -1.7014 -0.9085

***

No. 10
ORCA calculation (ωB97M-V/def2-TZVPD) on a gas-phase ion, C5H6N (charge +1) at a distorted geometry.

Results
- Relative energy (zero: lowest compared OMol25 entry of this formula, charge and spin): 157.1 kcal per mole
- Total charge: +1
- HOMO (alpha / beta): -14.86 / -14.88 eV
- Calculated total energy: -248.36530 Eh
- LUMO (alpha / beta): -7.56 / -7.57 eV
- Frontier orbital gap (alpha / beta): 7.29 / 7.31 eV

Atoms and positions in Å:
N: 0.8687 -0.4771 -0.1089
H: 2.6478 0.1038 0.6578
C: -0.3490 -0.0779 0.1428
C: -2.8094 -0.0566 -0.4407
H: -0.3528 1.0275 0.1957
H: 1.2262 -1.4389 -0.0996
H: 2.4194 0.7698 -1.0157
C: -1.6277 -0.6716 0.0171
C: 1.9662 0.5487 -0.0487
H: -1.8506 -1.7675 0.0774
H: 1.5291 1.3957 0.4847
C: -3.6679 0.6439 0.1382

***

No. 11
ORCA calculation (ωB97M-V/def2-TZVPD) on a molecular structure, C5H6N at a distorted geometry.

Results
- Relative energy (zero: lowest compared OMol25 entry of this formula, charge and spin): 130.9 kcal per mole
- Total charge: +1
- HOMO: -13.15 eV
- Calculated total energy: -248.40708 Eh
- LUMO: -5.71 eV
- Frontier orbital gap: 7.44 eV

Atoms and positions in Å:
C: 0.6310 1.2865 -0.0397
H: 0.1780 -1.9248 0.3511
H: 0.1087 2.1579 0.1252
H: -2.1663 0.9312 0.5423
H: 2.6955 -1.3843 -0.3108
C: -0.1395 0.1242 0.0467
C: 1.9753 -0.6281 -0.2008
C: 1.8004 0.6264 0.1652
C: 0.6013 -1.0266 0.0455
H: -2.0221 0.3749 -0.9994
H: -2.0256 -0.7433 0.3302
N: -1.6367 0.2060 -0.0555

***

No. 12
ORCA calculation (ωB97M-V/def2-TZVPD) on a molecular structure, C5H6N at a distorted geometry.

Results
- Relative energy (zero: lowest compared OMol25 entry of this formula, charge and spin): 165.1 kcal per mole
- Total charge: +1
- HOMO: -14.52 eV
- Calculated total energy: -248.35253 Eh
- LUMO: -4.73 eV
- Frontier orbital gap: 9.79 eV

Atoms and positions in Å:
C: 0.8567 -0.5941 0.6075
H: -2.4511 0.5921 -0.1178
H: -1.3872 1.5454 0.7902
H: 1.7366 0.4731 -1.2329
C: -0.3789 0.3176 -0.6825
C: -1.3974 0.6690 0.2962
H: -0.2080 -2.0488 -1.0479
C: -0.6077 -0.5196 0.7744
C: 1.1476 0.5482 -0.2629
H: 1.5633 -1.2195 1.1576
H: 1.5292 1.4069 0.2660
N: -0.4030 -1.1703 -0.5480

***

No. 13
ORCA calculation (ωB97M-V/def2-TZVPD) on a molecular structure, C5H6N at a distorted geometry.

Results
- Relative energy (zero: lowest compared OMol25 entry of this formula, charge and spin): 171.3 kcal per mole
- Total charge: +1
- HOMO: -15.02 eV
- Calculated total energy: -248.34265 Eh
- LUMO: -5.73 eV
- Frontier orbital gap: 9.29 eV

Atoms and positions in Å:
H: -1.8038 0.4947 -1.2435
C: 1.6034 -0.6170 -0.0217
H: 1.8231 1.4985 -0.6380
N: 0.1828 -0.8629 0.4801
H: -2.1477 0.8944 0.4470
C: -1.4491 0.3093 -0.1457
H: 0.0929 1.3752 1.9786
C: 0.0045 0.5895 0.4161
C: -0.9167 -1.1137 -0.1848
H: -1.0851 -1.9913 -0.7206
C: 1.3501 0.6996 -0.2648
H: 2.3456 -1.2763 -0.1025

***

No. 14
ORCA calculation (ωB97M-V/def2-TZVPD) on a molecular structure, C5H6N at a distorted geometry.

Results
- Relative energy (zero: lowest compared OMol25 entry of this formula, charge and spin): 178.7 kcal per mole
- Total charge: +1
- HOMO: -15.77 eV
- Calculated total energy: -248.33091 Eh
- LUMO: -6.39 eV
- Frontier orbital gap: 9.38 eV

Atoms and positions in Å:
C: 1.2208 -0.0704 0.6349
H: 2.1756 -0.3390 1.0279
N: 0.4053 1.2299 0.6392
H: -0.3189 -0.3874 -2.1699
H: 0.0867 -1.9204 0.2159
C: 0.7566 0.6651 -0.5410
C: -0.0099 -0.9388 0.7593
H: -0.3046 -1.1160 1.8676
H: -0.9762 1.2102 -1.8012
C: -0.6821 0.2796 0.1009
H: -1.9561 0.9835 0.6955
C: -0.3973 0.4039 -1.4291

***

No. 15
ORCA calculation (ωB97M-V/def2-TZVPD) on C5H6N2 in the gas phase at a distorted geometry.

Results
- Relative energy (zero: lowest compared OMol25 entry of this formula, charge and spin): 116.8 kcal per mole
- HOMO (alpha / beta): -8.67 / -8.55 eV
- Calculated total energy: -303.45001 Eh
- LUMO (alpha / beta): -1.77 / 0.00 eV
- Frontier orbital gap (alpha / beta): 6.90 / 8.55 eV

Atoms and positions in Å:
H: 3.3641 -0.4907 0.0696
H: -3.4844 -0.9122 0.3998
N: -0.3327 -0.0585 -0.3989
H: -0.1850 1.8807 -0.0837
C: 0.4926 0.9755 -0.1239
C: 1.7994 0.9044 -0.0246
H: 2.4904 1.6946 -0.1184
N: 1.6481 -1.5677 0.3119
C: -1.5918 -0.0069 -0.0379
C: -2.5118 -1.0152 -0.0276
H: -2.0625 -1.9325 -0.2136
H: -1.8680 1.0225 0.1340
C: 2.2418 -0.4941 0.1132

***

No. 16
ORCA calculation (ωB97M-V/def2-TZVPD) on a molecular structure, C5H6N2 at a distorted geometry.

Results
- Relative energy (zero: lowest compared OMol25 entry of this formula, charge and spin): 104.2 kcal per mole
- HOMO (alpha / beta): -7.30 / -7.14 eV
- Calculated total energy: -303.46997 Eh
- LUMO (alpha / beta): 0.27 / 0.33 eV
- Frontier orbital gap (alpha / beta): 7.57 / 7.47 eV

Atoms and positions in Å:
H: 1.6348 1.0192 1.5896
C: -0.7905 -1.3159 -0.9739
C: 0.6525 -0.8946 -0.9495
H: 1.2868 1.3072 -0.1534
C: -0.8437 -0.5313 0.3316
N: -1.4304 0.7031 0.5990
H: -0.8965 -2.4014 -0.8699
N: 0.5224 -0.3964 0.3142
H: -0.6650 2.4889 1.3802
C: -0.4861 1.5001 0.9718
C: 0.9021 0.9235 0.7815
H: -1.4563 -0.9329 -1.7505
H: 1.5717 -1.3381 -1.2909

***

No. 17
ORCA calculation (ωB97M-V/def2-TZVPD) on 2 unconnected molecules or ions with the total composition C5H6N2 at a distorted geometry.

Results
- Relative energy (zero: lowest compared OMol25 entry of this formula, charge and spin): 20.3 kcal per mole
- HOMO: -8.77 eV
- Calculated total energy: -303.60370 Eh
- LUMO: 1.27 eV
- Frontier orbital gap: 10.04 eV

Atoms and positions in Å:
C: -0.9024 0.9214 0.7447
H: -1.1628 -1.8487 -0.6619
C: -0.4706 -1.1214 -0.1893
C: -0.2295 -0.1497 -1.1565
H: -1.4114 -0.8388 1.9443
H: -0.2149 1.9447 -1.1550
H: -1.1282 1.8468 1.2344
C: -0.3336 1.0269 -0.6206
N: 3.2598 0.4423 0.8979
H: 0.2971 -0.1411 -2.1793
C: -1.0641 -0.3678 1.0399
H: 0.5099 -1.5683 0.0363
N: 2.8507 -0.1463 0.0650

***

No. 18
ORCA calculation (ωB97M-V/def2-TZVPD) on C5H6N2 in the gas phase at a distorted geometry.

Results
- Relative energy (zero: lowest compared OMol25 entry of this formula, charge and spin): 62.0 kcal per mole
- HOMO (alpha / beta): -7.34 / -7.23 eV
- Calculated total energy: -303.53734 Eh
- LUMO (alpha / beta): -0.50 / -0.17 eV
- Frontier orbital gap (alpha / beta): 6.83 / 7.05 eV

Atoms and positions in Å:
N: 1.1944 1.3358 -0.2109
C: 1.2492 -0.9485 0.0128
H: -2.1700 1.0807 0.3317
C: -0.0904 0.8722 -0.0690
H: 3.0279 0.3287 -0.2307
C: -1.1538 -1.3081 0.1293
H: 1.5615 -1.9779 0.0645
C: 1.9480 0.2572 -0.1484
H: -1.1164 -2.3537 0.3348
H: -2.1224 -0.9160 -0.1065
N: -0.0700 -0.5908 0.0469
H: -1.3221 2.5829 -0.1767
C: -1.2486 1.5308 0.0078